## A
{"formula": "H4IN2P", "method": "ωB97M-V/def2-TZVPD", "symbols": ["N", "N", "P", "I", "H", "H", "H", "H"], "xyz": [[-0.47546, 1.13530, -0.30562], [0.51386, -1.11899, -0.48819], [0.66430, 0.25216, 0.47107], [-0.30521, -0.69170, 2.55054], [-1.42485, 0.70277, -0.35187], [-0.51191, 2.05262, 0.13183], [1.38444, -1.62091, -0.70422], [0.15483, -0.71125, -1.30354]], "lumo_ev": 0.66, "orbital_gap_ev": 9.20, "smiles": "NP(N)I", "total_charge": 0}

## B
{"formula": "H4IN2P", "method": "ωB97M-V/def2-TZVPD", "symbols": ["N", "N", "P", "I", "H", "H", "H", "H"], "xyz": [[-0.13831, 1.52431, 0.47485], [-0.77204, -1.28582, -0.45537], [0.37958, 0.63540, -0.90797], [2.51002, -0.25892, -0.03294], [-1.04347, 2.02695, 0.45523], [-0.25609, 0.82125, 1.09772], [-0.39629, -2.00394, -1.06737], [-0.28338, -1.45924, 0.43584]], "lumo_ev": -0.09, "orbital_gap_ev": 8.96, "total_charge": 0}

On energetic grounds, A is preferred over the next structure by 0.0638 hartree.